One molecule with the formula C2H2N4O2 in a non-equilibrium geometry. Source: the Open Molecules 2025 dataset; level of theory: ωB97M-V with the def2-TZVPD basis set.

Cartesian coordinates (Å):
C -1.111 -0.222 -0.075
C 1.541 -0.258 0.175
H -3.001 0.318 0.376
H 1.216 1.935 -0.094
N -2.314 -0.431 0.051
N -0.337 -1.489 -0.220
N 0.865 -1.411 0.017
N 0.932 0.898 -0.130
O 2.712 -0.323 -0.024
O -0.503 0.983 -0.075

Forces on the atoms, in the same order (eV/Å):
C 0.6853 -0.7475 -0.4117
C 1.6237 2.8573 -2.5240
H 1.7394 -0.9420 -0.9709
H 0.2327 -2.8384 0.1318
N -3.2290 0.7355 1.2283
N -0.2609 1.7343 -0.0086
N -1.8340 -4.1761 0.5678
N -2.2217 3.8427 0.2820
O 2.7781 -0.0435 1.3110
O 0.4863 -0.4224 0.3944

Properties
Highest occupied orbital energy: -0.37451 hartree
Total energy: -12156.805 eV
Gap between HOMO and LUMO: 0.330 hartree
Structure (SMILES): [H]/N=c1/nnc(=O)[nH]o1
2S+1: 1
Lowest unoccupied orbital energy: -1.22 eV

Partial charges, natural (NBO), in e: atom 1 (C): 0.558, atom 2 (C): 0.640, atom 3 (H): 0.379, atom 4 (H): 0.439, atom 5 (N): -0.629, atom 6 (N): -0.052, atom 7 (N): -0.161, atom 8 (N): -0.330, atom 9 (O): -0.498, atom 10 (O): -0.347



One molecule with the formula C2H2N4O2 in a non-equilibrium geometry. Source: the Open Molecules 2025 dataset; level of theory: ωB97M-V with the def2-TZVPD basis set.

Cartesian coordinates (Å):
C 0.306 -0.211 1.747
C -0.602 -0.467 -0.929
H 0.384 1.164 -1.979
H 0.275 0.033 2.907
N 0.445 0.387 -0.519
N 0.699 0.540 0.804
N -0.396 -1.392 1.292
N -0.865 -1.412 -0.008
O 0.927 1.421 -1.278
O -1.173 -0.064 -2.039

Forces on the atoms, in the same order (eV/Å):
C -2.9199 -3.0327 -0.5082
C -0.7125 4.7880 -3.7396
H -1.7582 0.3532 -3.7754
H 0.6573 -0.5779 -2.9072
N 0.3894 -0.7625 5.4205
N 1.5313 2.9747 -2.4330
N -1.1065 1.2495 -2.5450
N 1.1203 -1.2820 3.9968
O 0.7409 -0.9947 2.3359
O 2.0579 -2.7155 4.1553

Properties
Highest occupied orbital energy: -0.37848 hartree
Total energy: -12155.899 eV
Gap between HOMO and LUMO: 0.303 hartree
Structure (SMILES): O=c1nncnn1O
2S+1: 1
Lowest unoccupied orbital energy: -2.06 eV

Partial charges, natural (NBO), in e: atom 1 (C): 0.112, atom 2 (C): 0.637, atom 3 (H): 0.496, atom 4 (H): 0.252, atom 5 (N): 0.094, atom 6 (N): -0.184, atom 7 (N): -0.106, atom 8 (N): -0.223, atom 9 (O): -0.442, atom 10 (O): -0.637



One molecule with the formula C2H2N4O2 in a non-equilibrium geometry. Source: the Open Molecules 2025 dataset; level of theory: ωB97M-V with the def2-TZVPD basis set.

Cartesian coordinates (Å):
C -0.265 -0.964 0.690
C -0.803 1.190 -0.508
H 0.589 -2.334 1.856
H -1.160 -0.867 1.131
N 0.756 -1.701 0.944
N -0.050 0.020 -0.286
N 1.177 0.009 -1.057
N 1.373 1.114 -1.543
O 0.115 1.912 -1.303
O -1.732 1.620 0.076

Forces on the atoms, in the same order (eV/Å):
C 5.4794 -0.8371 -1.3310
C 4.7198 0.0287 0.0753
H 0.1027 1.6718 -2.8197
H -3.3028 0.1130 1.7554
N -1.9372 -1.1326 2.7985
N 0.5413 -0.2669 -2.1701
N -1.2858 0.5557 1.9051
N -3.2308 -0.0585 0.2531
O 0.0578 -0.0009 -0.0985
O -1.1445 -0.0730 -0.3681

Properties
Highest occupied orbital energy: -0.39663 hartree
Total energy: -12158.321 eV
Gap between HOMO and LUMO: 0.391 hartree
Structure (SMILES): [H]/N=C/n1nnoc1=O
2S+1: 1
Lowest unoccupied orbital energy: -0.16 eV

Partial charges, natural (NBO), in e: atom 1 (C): 0.258, atom 2 (C): 0.855, atom 3 (H): 0.360, atom 4 (H): 0.189, atom 5 (N): -0.597, atom 6 (N): -0.353, atom 7 (N): 0.052, atom 8 (N): 0.176, atom 9 (O): -0.399, atom 10 (O): -0.541



One molecule with the formula C2H2N4O3 in a non-equilibrium geometry. Source: the Open Molecules 2025 dataset; level of theory: ωB97M-V with the def2-TZVPD basis set.

Cartesian coordinates (Å):
C 1.884 -0.141 -0.439
C -0.932 0.477 0.010
H 1.534 0.128 -1.465
H 1.432 0.227 1.560
N 1.247 0.434 0.577
N -2.066 0.855 -0.446
N -2.842 -0.302 -0.356
N -2.257 -1.231 0.178
O 2.865 -0.863 -0.314
O 0.113 1.218 0.212
O -0.979 -0.803 0.484

Forces on the atoms, in the same order (eV/Å):
C 2.5582 -1.4329 -1.8847
C -2.0836 -2.2112 1.1956
H -0.3013 0.0623 0.7008
H -0.4852 0.2861 -0.3617
N -0.8889 0.9441 0.4138
N -0.1894 -0.3353 -0.6516
N -0.9166 1.4808 -0.4755
N 0.2859 -0.7378 0.2365
O -1.2960 0.7850 0.3374
O 2.0792 0.2019 0.8024
O 1.2378 0.9571 -0.3131

Properties
Highest occupied orbital energy: -0.40560 hartree
Total energy: -14204.681 eV
Gap between HOMO and LUMO: 0.423 hartree
Structure (SMILES): O=CNOc1nnno1
2S+1: 1
Lowest unoccupied orbital energy: 0.48 eV

Partial charges, natural (NBO), in e: atom 1 (C): 0.488, atom 2 (C): 0.717, atom 3 (H): 0.139, atom 4 (H): 0.425, atom 5 (N): -0.329, atom 6 (N): -0.350, atom 7 (N): -0.018, atom 8 (N): 0.112, atom 9 (O): -0.565, atom 10 (O): -0.292, atom 11 (O): -0.327



One molecule with the formula C2H2N4OS in a non-equilibrium geometry. Source: the Open Molecules 2025 dataset; level of theory: ωB97M-V with the def2-TZVPD basis set.

Cartesian coordinates (Å):
C 0.133 1.037 0.458
C 0.584 -1.181 0.265
H -0.688 2.832 0.708
H -0.298 -2.006 -1.409
N -0.800 0.961 -0.664
N -0.787 -0.084 -1.330
N -0.162 -1.125 -0.871
N 0.753 0.024 0.875
O 0.056 2.202 1.134
S 1.208 -2.660 0.835

Forces on the atoms, in the same order (eV/Å):
C -3.5949 0.6371 -0.9386
C 1.2055 -1.6495 1.1887
H 2.4882 -2.3466 1.0114
H 0.2245 1.0976 0.5713
N 1.4966 2.0954 1.0059
N -1.3431 -0.0841 -0.5442
N 0.4376 -2.3007 -0.9765
N 1.4899 -0.1517 1.3005
O -1.5541 0.8197 -1.7913
S -0.8502 1.8828 -0.8273

Properties
Highest occupied orbital energy: -0.32852 hartree
Total energy: -20947.353 eV
Gap between HOMO and LUMO: 0.309 hartree
Structure (SMILES): Oc1nn[nH]c(=S)n1
2S+1: 1
Lowest unoccupied orbital energy: -0.53 eV

Partial charges, natural (NBO), in e: atom 1 (C): 0.681, atom 2 (C): 0.233, atom 3 (H): 0.522, atom 4 (H): 0.436, atom 5 (N): -0.293, atom 6 (N): 0.088, atom 7 (N): -0.383, atom 8 (N): -0.504, atom 9 (O): -0.630, atom 10 (S): -0.150



One molecule with the formula C2H2N6 in a non-equilibrium geometry. Source: the Open Molecules 2025 dataset; level of theory: ωB97M-V with the def2-TZVPD basis set.

Cartesian coordinates (Å):
C 1.084 -0.018 -0.120
C -0.622 1.439 -0.206
H 2.404 0.467 1.155
H -1.300 2.264 -0.421
N 1.906 -0.325 0.818
N 0.547 1.194 -0.666
N -1.296 0.526 0.744
N -1.276 -0.756 0.646
N -0.788 -1.336 -0.529
N 0.355 -0.911 -0.838

Forces on the atoms, in the same order (eV/Å):
C 0.4686 0.7688 2.4787
C -0.5888 -2.7116 0.6696
H 0.3378 0.9531 0.4024
H 0.6621 0.1730 -0.2867
N -1.6089 -0.0659 -2.5619
N 0.4185 1.7824 0.8598
N 0.7352 -1.3087 -0.6828
N -1.0199 2.1970 0.5909
N 2.0384 1.8553 0.1803
N -1.4432 -3.6434 -1.6502

Properties
Highest occupied orbital energy: -0.35925 hartree
Total energy: -11041.540 eV
Gap between HOMO and LUMO: 0.313 hartree
Structure (SMILES): [H]/N=c1\ncnnnn1
2S+1: 1
Lowest unoccupied orbital energy: -1.25 eV

Partial charges, natural (NBO), in e: atom 1 (C): 0.475, atom 2 (C): 0.231, atom 3 (H): 0.361, atom 4 (H): 0.220, atom 5 (N): -0.614, atom 6 (N): -0.403, atom 7 (N): -0.191, atom 8 (N): 0.024, atom 9 (N): 0.033, atom 10 (N): -0.136



An isolated ion of composition C2H2NO2 and charge +1 in a non-equilibrium geometry. Source: the Open Molecules 2025 dataset; level of theory: ωB97M-V with the def2-TZVPD basis set.

Cartesian coordinates (Å):
C -0.593 1.000 0.006
C 1.060 -0.813 0.004
N 0.018 0.022 0.005
O 2.517 0.862 0.000
O 2.258 -0.365 -0.002
H -1.253 1.839 -0.014
H 0.912 -1.887 0.013

Forces on the atoms, in the same order (eV/Å):
C 0.3420 -1.0168 -0.0325
C -0.7070 -1.5310 0.0157
N -0.2392 1.6111 0.0162
O -0.0129 2.1362 -0.0119
O 0.6791 -1.8192 0.0125
H -0.2115 0.3978 0.0149
H 0.1494 0.2219 -0.0150

Properties
Highest occupied orbital energy (alpha / beta): -0.57012 / -0.60850 hartree
Total energy: -7676.619 eV
Gap between HOMO and LUMO (alpha / beta): 0.315 / 0.340 hartree
Total charge: +1
2S+1: 1
Lowest unoccupied orbital energy (alpha / beta): -6.94 / -7.31 eV

Partial charges, natural (NBO), in e: atom 1 (C): 0.520, atom 2 (C): 0.305, atom 3 (N): -0.271, atom 4 (O): -0.146, atom 5 (O): 0.015, atom 6 (H): 0.313, atom 7 (H): 0.263



One molecule with the formula C2H2NO2P in a non-equilibrium geometry. Source: the Open Molecules 2025 dataset; level of theory: ωB97M-V with the def2-TZVPD basis set.

Cartesian coordinates (Å):
C -0.729 -0.207 -0.501
C -0.129 -0.656 0.718
N -0.538 0.605 -1.436
O -1.515 -0.786 0.331
O 1.488 1.123 -0.042
P 1.041 1.412 -1.410
H -0.025 0.110 1.374
H 0.405 -1.600 0.967

Forces on the atoms, in the same order (eV/Å):
C 3.0213 1.0352 0.1349
C 1.1658 -2.7986 -0.2856
N -0.3386 0.5128 -1.5564
O -3.5039 -0.9272 -0.3760
O 1.5427 0.8647 0.2510
P -1.9749 -1.3233 0.2880
H 0.5529 1.8672 2.2425
H -0.4653 0.7693 -0.6985

Properties
Highest occupied orbital energy: -0.36218 hartree
Total energy: -16977.877 eV
Gap between HOMO and LUMO: 0.333 hartree
Structure (SMILES): O=P/N=C1\CO1
2S+1: 1
Lowest unoccupied orbital energy: -0.80 eV

Partial charges, natural (NBO), in e: atom 1 (C): 0.621, atom 2 (C): -0.170, atom 3 (N): -0.877, atom 4 (O): -0.413, atom 5 (O): -1.023, atom 6 (P): 1.459, atom 7 (H): 0.197, atom 8 (H): 0.206



A 2-piece molecular cluster, C2H2NO3 overall in a non-equilibrium geometry. Source: the Open Molecules 2025 dataset; level of theory: ωB97M-V with the def2-TZVPD basis set.

Cartesian coordinates (Å):
C -0.591 1.972 -0.053
C -1.397 -0.523 0.431
N -0.965 0.896 0.232
O -0.496 -1.205 0.916
O 2.281 -0.169 -0.769
O -2.586 -0.663 0.149
H 1.929 -0.953 -0.452
H 1.825 0.645 -0.455

Forces on the atoms, in the same order (eV/Å):
C -0.3973 -1.2271 0.3926
C -0.7489 -0.1682 0.7211
N 0.8890 2.0674 -0.7287
O -0.1589 -0.2540 -0.3938
O 1.6518 3.3497 -1.3165
O 0.5661 -0.4399 -0.0377
H -1.7740 -1.7639 1.4021
H -0.0278 -1.5640 -0.0391

Properties
Highest occupied orbital energy: -0.20025 hartree
Total energy: -9740.208 eV
Gap between HOMO and LUMO: 0.359 hartree
Total charge: -1
2S+1: 1
Lowest unoccupied orbital energy: 4.32 eV

Partial charges, natural (NBO), in e: atom 1 (C): 0.133, atom 2 (C): 0.875, atom 3 (N): -0.579, atom 4 (O): -0.722, atom 5 (O): -0.980, atom 6 (O): -0.704, atom 7 (H): 0.484, atom 8 (H): 0.494



A 2-piece molecular cluster, C2H2NO3 overall in a non-equilibrium geometry. Source: the Open Molecules 2025 dataset; level of theory: ωB97M-V with the def2-TZVPD basis set.

Cartesian coordinates (Å):
C 0.203 0.353 -1.379
C -0.150 -0.205 0.091
N -0.601 0.590 1.152
O -0.867 0.686 -1.868
O 1.361 0.400 -1.706
O -1.338 -0.530 0.597
H 1.564 -1.591 1.079
H -0.171 0.297 2.034

Forces on the atoms, in the same order (eV/Å):
C -0.6927 -0.4109 0.6865
C 1.4459 -0.8198 0.5089
N 0.3804 1.6676 0.8367
O -0.8319 0.3451 -0.6661
O 1.2918 0.0114 -0.2363
O -0.5901 -1.1035 -0.2906
H -0.9592 0.7355 -0.5478
H -0.0440 -0.4254 -0.2912

Properties
Highest occupied orbital energy (alpha / beta): -0.12611 / -0.17766 hartree
Total energy: -9733.910 eV
Gap between HOMO and LUMO (alpha / beta): 0.251 / 0.334 hartree
Total charge: -1
2S+1: 1
Lowest unoccupied orbital energy (alpha / beta): 3.40 / 4.24 eV

Partial charges, natural (NBO), in e: atom 1 (C): 0.728, atom 2 (C): 0.389, atom 3 (N): -0.390, atom 4 (O): -0.693, atom 5 (O): -0.687, atom 6 (O): -0.377, atom 7 (H): -0.305, atom 8 (H): 0.335



An isolated ion of composition C2H2NO3 and charge -1 in a non-equilibrium geometry. Source: the Open Molecules 2025 dataset; level of theory: ωB97M-V with the def2-TZVPD basis set.

Cartesian coordinates (Å):
C 0.314 -0.013 0.045
C 0.023 -0.383 2.592
N 0.734 0.354 1.188
O -0.263 -1.483 2.206
O 1.682 1.285 1.290
O 0.090 0.199 3.632
H 0.575 0.332 -0.898
H -0.263 -0.856 0.232

Forces on the atoms, in the same order (eV/Å):
C -2.2611 -2.1838 -4.8770
C 1.7313 0.1225 -1.3812
N 3.1090 3.7519 8.4236
O -1.1777 -1.6614 -0.3713
O -0.9021 -0.7472 -0.3720
O 0.0600 1.4371 0.6347
H 0.6315 0.8665 -1.1891
H -1.1909 -1.5856 -0.8676

Properties
Highest occupied orbital energy (alpha / beta): -0.04281 / -0.16989 hartree
Total energy: -9735.409 eV
Gap between HOMO and LUMO (alpha / beta): 0.207 / 0.286 hartree
Total charge: -1
2S+1: 3
Lowest unoccupied orbital energy (alpha / beta): 4.46 / 3.17 eV

Partial charges, natural (NBO), in e: atom 1 (C): -0.276, atom 2 (C): 0.900, atom 3 (N): -0.227, atom 4 (O): -0.729, atom 5 (O): -0.325, atom 6 (O): -0.689, atom 7 (H): 0.151, atom 8 (H): 0.195



A 2-piece molecular cluster, C2H2NO3 overall in a non-equilibrium geometry. Source: the Open Molecules 2025 dataset; level of theory: ωB97M-V with the def2-TZVPD basis set.

Cartesian coordinates (Å):
C 0.012 -0.009 -0.093
C -1.447 -1.757 -0.564
N -0.695 -0.654 -0.979
O -1.771 -1.646 1.467
O -0.741 -0.373 -2.222
O -1.912 -2.663 -1.180
H 0.579 0.848 -0.415
H -0.115 -0.317 0.929

Forces on the atoms, in the same order (eV/Å):
C 1.3045 1.4031 1.7691
C -0.4504 1.3485 0.1332
N -1.7034 -2.8265 1.0620
O 0.6438 -0.2543 -2.6631
O 0.0265 0.2737 -1.4994
O 0.1559 0.0188 1.1282
H -0.1474 -0.0102 -0.0446
H 0.1705 0.0469 0.1144

Properties
Highest occupied orbital energy (alpha / beta): -0.06517 / -0.14589 hartree
Total energy: -9732.813 eV
Gap between HOMO and LUMO (alpha / beta): 0.223 / 0.286 hartree
Total charge: -1
2S+1: 3
Lowest unoccupied orbital energy (alpha / beta): 4.29 / 3.81 eV

Partial charges, natural (NBO), in e: atom 1 (C): -0.350, atom 2 (C): 0.777, atom 3 (N): -0.065, atom 4 (O): -0.549, atom 5 (O): -0.638, atom 6 (O): -0.556, atom 7 (H): 0.178, atom 8 (H): 0.204



Energy relative to the best compared isomer or geometry (same formula, charge and spin) in kJ/mol, matching the order above: 573.3 660.7 427.1 249.0 57.8 228.3 629.3 217.3 139.4 747.0 118.4 368.8